Record 1
Molecular formula: C8H16FeS4
Method: DFT, wB97M-V/def2-TZVPD

```
29
Properties=species:S:1:pos:R:3:forces:R:3
C 1.772 -0.738 1.221 0.2 -0.2 0.2
H 3.339 0.730 1.482 0.0 0.0 0.0
H -2.482 -1.249 -2.351 0.1 0.0 0.0
H -0.291 3.405 1.619 0.0 0.0 0.0
H 0.773 -1.018 1.555 0.0 0.1 0.0
C -2.218 -0.168 -0.478 -0.3 -0.1 0.0
C -2.129 -0.281 -1.989 -0.2 0.0 0.0
H 2.458 -1.542 1.507 0.0 0.0 -0.1
C 0.849 -1.998 -1.250 0.1 -0.3 0.0
H 0.273 2.486 3.000 0.1 -0.1 0.0
H -2.053 1.782 2.198 0.0 0.0 -0.1
S 1.795 -0.606 -0.580 -0.1 0.4 -0.2
C 0.420 -1.561 -2.635 0.1 -0.2 0.0
H -2.744 0.481 -2.473 0.0 0.0 0.0
S -0.463 0.015 -2.646 0.1 0.3 -0.4
H 1.286 -1.380 -3.278 0.0 0.0 0.0
S 1.468 2.029 0.972 0.2 0.4 -0.2
H -0.189 -2.315 -3.140 -0.1 0.0 0.0
C -1.135 1.415 1.727 -0.2 0.1 0.2
H 1.525 -2.856 -1.318 0.1 0.0 0.1
H -0.957 0.403 2.088 0.1 0.0 0.0
H 2.202 0.681 2.817 -0.1 0.0 0.0
Fe 0.609 1.239 -1.014 -0.3 -0.6 0.5
H 0.043 -2.262 -0.566 -0.1 0.1 -0.1
H -3.264 -0.098 -0.164 0.0 0.1 0.0
H -1.755 -0.981 0.082 0.1 0.0 -0.1
C 2.284 0.596 1.732 0.1 -0.1 0.1
S -1.409 1.392 -0.063 0.3 0.1 -0.2
C -0.007 2.401 1.947 -0.1 0.0 0.1
```
Forces are in eV/Å.

Properties
- Charge: +3
- ⟨S²⟩: 0.998
- 2S+1: 2
- Highest occupied orbital energy (alpha / beta): -0.790 / -0.810 Ha
- LUMO level (alpha / beta): -14.791 / -12.736 eV
- Maximum force: 0.9 eV Å⁻¹


Record 2
Molecular formula: H16O8
Method: DFT, wB97M-V/def2-TZVPD

```
24
Properties=species:S:1:pos:R:3:forces:R:3
H 0.934 1.434 1.217 -0.1 -0.5 -0.4
H -0.511 -4.481 0.203 0.1 -0.1 0.2
O 3.775 -1.920 0.411 0.2 0.0 0.3
H -2.442 2.633 -1.278 -0.3 0.2 0.2
O 1.590 -2.498 -1.370 -0.3 0.2 0.0
O -1.100 -3.879 -0.253 -0.3 -0.1 -0.1
H 1.851 2.205 2.143 0.2 0.1 0.1
H 3.000 -2.003 -0.145 -0.3 0.4 -0.1
H 0.641 -0.574 -0.814 0.2 -0.4 0.1
H -2.334 0.928 1.272 0.3 -0.1 -0.2
H -1.072 3.393 1.537 0.3 -0.2 0.3
H -2.012 1.573 -2.269 -0.1 -0.1 -0.3
H 4.458 -2.400 -0.058 0.3 0.0 0.0
H 2.089 -3.281 -1.138 0.0 -0.5 0.1
H -0.248 0.651 -0.816 -0.4 0.4 -0.1
H 1.753 -2.378 -2.306 0.1 0.1 -0.4
O 0.215 0.054 -0.229 0.1 0.1 0.2
O -1.770 1.970 -1.432 0.2 -0.2 -0.1
H -3.628 1.697 1.433 -0.1 0.2 -0.1
H -1.064 3.352 0.024 0.4 -0.1 0.0
O -1.479 3.790 0.767 -0.4 0.3 -0.2
O 0.930 1.990 1.997 -0.2 0.3 0.2
O -3.056 1.075 1.883 -0.2 -0.2 0.3
H -0.520 -3.329 -0.780 0.2 0.3 -0.1
```
Forces are in eV/Å.

Properties
- 2S+1: 1
- Highest occupied orbital energy: -0.393 Ha
- LUMO level: -0.344 eV
- Maximum force: 0.7 eV Å⁻¹


Record 3
Molecular formula: CH2N2O2S
Method: DFT, wB97M-V/def2-TZVPD

```
8
Properties=species:S:1:pos:R:3:forces:R:3
N 0.778 0.670 0.111 -0.3 0.1 0.3
H 1.689 -1.185 0.110 0.1 -0.2 0.0
C 0.750 -0.677 -0.060 0.4 0.8 0.2
H 1.573 1.260 -0.087 -0.2 0.0 -0.1
O -2.345 -0.073 0.894 -0.3 0.0 0.5
S -1.671 0.025 -0.362 2.8 -1.0 -0.2
O -0.441 1.249 -0.286 -0.2 -0.5 -0.2
N -0.333 -1.268 -0.320 -2.3 0.7 -0.5
```
Forces are in eV/Å.

Properties
- 2S+1: 1
- Highest occupied orbital energy: -0.359 Ha
- LUMO level: 0.622 eV
- Maximum force: 3.0 eV Å⁻¹


The evaluated energy above the lowest of the compared OMol25 structures with the same formula, charge and spin for the records listed, in turn: 0.00, 51.90, 99.75 kcal per mole.
The evaluated total energy for the records listed, in turn: -3169.72382, -611.49991, -697.39199 Eh.